1.
C39H38EuIN9O6S | ωB97M-V/def2-TZVPD

Calculated values
HOMO-LUMO gap (spin up / spin down) = 4.37 / 4.82 eV
2S+1 = 7
⟨S²⟩ = 12.048
E_tot = -105021.119 eV
Charge = -1
E_HOMO (spin up / spin down) = -2.7144 / -5.1463 eV
Largest force on an atom = 0.0832 Eh/bohr

Each line ends with the Löwdin spin population.
Geometry (Å):
Eu (10.78443, 10.30243, 12.46346)  4.05
N (7.62547, 7.61669, 14.98495)  0.05
C (8.12511, 8.59755, 14.17164)  0.05
S (8.74957, 10.02840, 14.81864)  0.10
N (8.11925, 8.17846, 12.86118)  0.32
N (8.74346, 8.87083, 11.90594)  0.13
C (8.45171, 8.47326, 10.66012)  0.03
C (8.61512, 9.14502, 9.47761)  0.06
C (7.59598, 8.82188, 8.47591)  0.00
C (7.66505, 9.36897, 7.19205)  0.04
C (8.63299, 10.38032, 6.94193)  0.03
C (9.43894, 10.84478, 7.92199)  0.01
C (9.44743, 10.29971, 9.26628)  0.06
O (10.14235, 10.87316, 10.22581)  0.08
H (7.40561, 7.74954, 15.96564)  0.00
H (7.28556, 6.78808, 14.53486)  0.00
H (7.96278, 7.48496, 10.55441)  0.00
H (6.94559, 8.00169, 8.72303)  0.00
H (6.93373, 9.18606, 6.42033)  0.00
H (8.86437, 10.80132, 5.94275)  0.00
H (10.11223, 11.68927, 7.80220)  0.00
O (14.57414, 8.86071, 7.69483)  0.00
C (15.26830, 9.78167, 8.38987)  0.00
O (16.40812, 10.15452, 8.15194)  0.00
C (14.67519, 10.38580, 9.62316)  0.00
C (15.12196, 11.43721, 10.42936)  0.00
N (14.20091, 11.70631, 11.40324)  0.00
N (13.09117, 10.91439, 11.25692)  0.00
C (13.33576, 10.01170, 10.30567)  0.00
C (12.36931, 8.90316, 10.09199)  0.00
O (12.37561, 8.39468, 8.93507)  0.00
O (11.65160, 8.52620, 11.09770)  0.00
H (13.64357, 8.69219, 8.14140)  0.00
H (16.09463, 11.91757, 10.46110)  0.00
H (14.35806, 12.40407, 12.08811)  0.00
C (11.85971, 10.26568, 17.05143)  0.00
C (12.60848, 11.52099, 16.75358)  0.00
C (13.65809, 11.83054, 17.61791)  0.00
C (14.33502, 13.04478, 17.54352)  0.00
C (14.21573, 13.81790, 16.38220)  0.00
C (13.32801, 13.41960, 15.38817)  0.01
C (13.30975, 14.15992, 14.06357)  0.00
C (12.36899, 12.37218, 15.63635)  0.03
N (11.25991, 12.25512, 14.80146)  0.27
C (10.13372, 12.88083, 14.94612)  0.23
C (9.38371, 13.07345, 16.24304)  0.04
C (9.58264, 13.54382, 13.70659)  0.15
C (9.05606, 14.97753, 13.89537)  0.03
N (9.62494, 13.01456, 12.52965)  0.15
C (9.03423, 13.53958, 11.34620)  0.02
C (7.66821, 13.28687, 11.04526)  0.00
C (6.87811, 12.36433, 11.91700)  0.00
C (7.01543, 13.92965, 9.99285)  0.00
C (7.70730, 14.84676, 9.20732)  0.00
C (9.10474, 14.98317, 9.37520)  0.00
C (9.81727, 14.26543, 10.37362)  0.00
C (11.36043, 14.25925, 10.41330)  0.00
H (11.71018, 10.14675, 18.14076)  0.00
H (12.49525, 9.38464, 16.70423)  0.00
H (10.90462, 10.17303, 16.58954)  0.00
H (13.94170, 11.15345, 18.40995)  0.00
H (15.11469, 13.30702, 18.23763)  0.00
H (14.79878, 14.71373, 16.23511)  0.00
H (12.92720, 15.19209, 14.21272)  0.00
H (12.71366, 13.66012, 13.31543)  0.00
H (14.31078, 14.27126, 13.62920)  0.00
H (9.64619, 12.29422, 17.01203)  0.00
H (8.31030, 12.96200, 16.07635)  0.01
H (9.56649, 14.07804, 16.70665)  0.01
H (7.95451, 14.98902, 13.96745)  0.01
H (9.36172, 15.63292, 13.04693)  0.00
H (9.43578, 15.42181, 14.83297)  0.00
H (7.45277, 11.81154, 12.65524)  0.00
H (6.21605, 11.64612, 11.46357)  0.00
H (6.20878, 12.97500, 12.51632)  0.00
H (5.93393, 13.69510, 9.75788)  0.00
H (7.22742, 15.48440, 8.47879)  0.00
H (9.59495, 15.56304, 8.64025)  0.00
H (11.70435, 14.59196, 9.44731)  0.00
H (11.76410, 13.23191, 10.62894)  0.00
H (11.72959, 15.01390, 11.13885)  0.00
O (13.96614, 7.98215, 15.21754)  0.00
C (13.18449, 8.62155, 14.55622)  0.00
N (12.30170, 9.19188, 13.97818)  0.00
I (9.17451, 4.85014, 11.01832)  0.00
C (9.68828, 4.95631, 13.00932)  0.00
C (8.82547, 4.44639, 14.01911)  0.00
C (9.24130, 4.54820, 15.33289)  0.00
C (10.49773, 5.16644, 15.58432)  0.00
C (11.19158, 5.70131, 14.53259)  0.00
N (10.84803, 5.49532, 13.23146)  0.00
H (7.96734, 3.88938, 13.73561)  0.00
H (8.60079, 4.13693, 16.15719)  0.00
H (10.93914, 5.16379, 16.58881)  0.00
H (12.10709, 6.29473, 14.67667)  0.00

2.
C39H38Ge2HgN5O5 | ωB97M-V/def2-TZVPD

Calculated values
HOMO-LUMO gap (spin up / spin down) = 4.40 / 5.61 eV
2S+1 = 2
⟨S²⟩ = 0.778
E_tot = -175955.155 eV
Charge = -2
E_HOMO (spin up / spin down) = -0.5211 / -1.7374 eV
Largest force on an atom = 0.0116 Eh/bohr

Each line ends with the Löwdin spin population.
Geometry (Å):
Hg (0.48660, -0.41728, -1.33007)  0.00
C (-0.31184, 4.85919, -0.16134)  0.05
C (1.01488, 5.14668, 0.18961)  0.01
C (1.79282, 4.15326, 0.71186)  0.03
C (1.26445, 2.84144, 0.89005)  0.03
N (0.00882, 2.55895, 0.47847)  0.06
C (-0.73926, 3.55974, 0.00455)  0.00
N (2.07398, 1.97050, 1.51787)  0.10
C (1.93604, 0.68469, 1.80038)  0.14
N (0.87545, -0.26810, 1.65420)  -0.01
C (1.39040, -1.55779, 1.97582)  0.11
N (0.89494, -2.76417, 1.84402)  0.10
C (-0.20514, -3.15251, 1.15995)  0.02
C (-0.35173, -4.54732, 0.94622)  0.02
C (-1.46712, -5.02990, 0.32018)  0.01
C (-2.46503, -4.13184, -0.08381)  0.04
C (-2.24065, -2.79181, 0.14062)  0.00
N (-1.14305, -2.29466, 0.71813)  0.04
C (2.72756, -1.37531, 2.45079)  0.07
C (3.67008, -2.31130, 2.89419)  0.01
C (4.92062, -1.85950, 3.23947)  0.04
C (5.25702, -0.48704, 3.12038)  0.03
C (4.34550, 0.42944, 2.65821)  0.02
C (3.05671, -0.02257, 2.33190)  0.07
H (-0.97842, 5.61142, -0.56119)  0.00
H (1.41714, 6.14471, 0.05461)  0.00
H (2.81507, 4.32168, 1.02147)  0.00
H (-1.75984, 3.29479, -0.25212)  0.00
H (0.45200, -5.18902, 1.27819)  0.00
H (-1.57275, -6.09202, 0.13097)  0.00
H (-3.37390, -4.46343, -0.56810)  0.00
H (-2.98702, -2.05748, -0.14745)  0.00
H (3.40332, -3.35877, 2.94608)  0.00
H (5.67087, -2.55909, 3.58895)  0.00
H (6.25904, -0.16537, 3.38084)  0.00
H (4.59398, 1.47588, 2.53760)  0.00
O (5.13003, -2.84688, -4.94423)  0.00
C (4.24765, -2.35821, -4.26727)  0.00
C (3.57328, -3.00305, -3.08119)  0.00
O (3.75898, -4.14501, -2.68720)  0.00
C (2.66764, -1.99071, -2.54201)  0.00
C (2.69710, -0.81333, -3.34115)  0.00
O (1.98482, 0.20342, -3.09411)  0.00
C (3.62735, -0.99615, -4.46153)  0.00
O (3.85974, -0.22719, -5.38178)  0.00
O (1.92103, -2.11934, -1.51060)  0.00
C (-2.66050, -1.16661, 4.33907)  0.00
C (-1.33488, -1.29746, 3.58167)  0.00
Ge (-0.90710, 0.12200, 2.25410)  0.00
C (-0.67237, 1.69838, 3.45435)  0.00
C (-1.83550, 2.09509, 4.36878)  0.00
C (-2.49143, 0.44621, 1.16565)  0.00
C (-2.96342, 0.54330, -0.08673)  0.00
Ge (-1.84065, 0.30584, -1.76191)  0.00
C (-1.64170, 1.93890, -2.89185)  0.00
C (-2.81260, 2.76265, -3.42437)  0.00
C (-2.51096, -1.09976, -3.00891)  0.00
C (-3.91182, -1.09751, -3.61908)  0.00
C (-4.42478, 0.87805, -0.25633)  0.00
C (-4.96633, 0.98135, -1.53482)  0.00
C (-6.30251, 1.28373, -1.75975)  0.00
C (-7.15650, 1.49460, -0.69172)  0.00
C (-6.64642, 1.39413, 0.59764)  0.00
C (-5.31268, 1.09198, 0.80938)  0.00
H (-2.87768, -2.09204, 4.88047)  0.00
H (-3.50045, -0.99244, 3.66082)  0.00
H (-2.65902, -0.36120, 5.07139)  0.00
H (-1.33897, -2.25332, 3.07390)  0.00
H (-0.48813, -1.31965, 4.27440)  0.00
H (-0.43223, 2.55107, 2.83395)  0.00
H (0.22180, 1.49050, 4.05058)  0.00
H (-2.78646, 2.14477, 3.83087)  0.00
H (-1.65942, 3.08746, 4.79437)  0.00
H (-1.96609, 1.41095, 5.20672)  0.00
H (-3.23276, 0.63234, 1.94852)  0.00
H (-1.05982, 1.54138, -3.73000)  0.00
H (-0.95714, 2.59661, -2.35822)  0.00
H (-3.50024, 2.16731, -4.03061)  0.00
H (-2.44574, 3.57350, -4.06113)  0.00
H (-3.39296, 3.21739, -2.61985)  0.00
H (-2.32897, -2.05982, -2.52521)  0.00
H (-1.76531, -1.03358, -3.80871)  0.00
H (-4.68896, -1.22637, -2.86267)  0.00
H (-4.01256, -1.91785, -4.33599)  0.00
H (-4.12776, -0.17232, -4.15966)  0.00
H (-4.32106, 0.81686, -2.38164)  0.00
H (-6.66937, 1.35211, -2.77720)  0.00
H (-8.20089, 1.73092, -0.85479)  0.00
H (-7.29582, 1.55236, 1.45079)  0.00
H (-4.96871, 1.02487, 1.83193)  0.00

3.
C39H38N2OPSc | ωB97M-V/def2-TZVPD

Calculated values
HOMO-LUMO gap = 8.46 eV
2S+1 = 1
E_tot = -76076.836 eV
Charge = 0
E_HOMO = -7.9390 eV
Largest force on an atom = 0.0493 Eh/bohr

Each line ends with the Löwdin charge.
Geometry (Å):
Sc (1.01849, 0.19702, 1.26391)  0.81
C (2.74428, -1.09435, 2.55100)  -0.19
C (2.66337, 0.20224, 3.07902)  -0.18
C (1.37947, 0.35239, 3.67630)  -0.18
C (0.68448, -0.86537, 3.51928)  -0.18
C (1.51170, -1.75225, 2.81112)  -0.18
H (3.62592, -1.54498, 2.12282)  0.10
H (3.47526, 0.90678, 3.14159)  0.11
H (1.06923, 1.17991, 4.29232)  0.10
H (-0.26442, -1.10716, 3.95190)  0.11
H (1.29955, -2.79270, 2.62551)  0.10
C (5.02033, -4.58275, -1.40751)  -0.08
C (3.72482, -4.89008, -1.79825)  -0.08
C (2.69585, -3.96988, -1.60748)  -0.08
C (2.96760, -2.73240, -1.03408)  -0.35
C (4.27303, -2.43075, -0.63602)  -0.10
C (5.29451, -3.34849, -0.82444)  -0.08
P (1.70605, -1.43981, -0.76888)  1.11
C (0.18456, -2.17682, -1.47534)  -0.37
C (-0.31245, -1.94094, -2.75457)  -0.07
C (-1.42920, -2.63821, -3.20913)  -0.08
C (-2.06157, -3.56535, -2.39168)  -0.10
C (-1.60451, -3.76924, -1.09632)  -0.08
C (-0.49231, -3.07265, -0.64051)  -0.11
C (2.26110, -0.16451, -1.96034)  -0.30
C (2.64956, -0.51560, -3.22727)  -0.10
C (3.00860, 0.46955, -4.17136)  -0.07
C (2.99857, 1.78721, -3.80980)  -0.03
C (2.67534, 2.17934, -2.48985)  -0.17
C (2.74829, 3.54272, -2.09695)  -0.05
C (2.50175, 3.89063, -0.80565)  -0.08
C (2.16316, 2.89516, 0.14381)  -0.13
C (2.03449, 1.56337, -0.16437)  -0.17
C (2.29812, 1.19966, -1.52886)  -0.19
H (5.81876, -5.30186, -1.55926)  0.10
H (3.50819, -5.84957, -2.25649)  0.10
H (1.68597, -4.21645, -1.91738)  0.10
H (4.48774, -1.46150, -0.19521)  0.11
H (6.30599, -3.10544, -0.51785)  0.11
H (0.16687, -1.21392, -3.39828)  0.10
H (-1.80372, -2.45474, -4.21090)  0.11
H (-2.92212, -4.11580, -2.75752)  0.11
H (-2.11555, -4.46725, -0.44102)  0.11
H (-0.13394, -3.23305, 0.37196)  0.10
H (2.68177, -1.56323, -3.51194)  0.11
H (3.29058, 0.17584, -5.17623)  0.10
H (3.26399, 2.55737, -4.52980)  0.11
H (3.01843, 4.29000, -2.83847)  0.11
H (2.56502, 4.92881, -0.49581)  0.10
H (2.01224, 3.22631, 1.16719)  0.08
C (-4.63887, -1.15116, 0.74676)  -0.07
C (-4.32438, -0.07665, -0.30582)  -0.36
C (-3.26707, -0.56811, -1.29972)  -0.05
C (-3.98564, 1.31119, 0.24889)  -0.13
C (-4.65283, 2.37903, -0.34458)  -0.04
C (-4.45752, 3.68539, 0.06351)  -0.08
C (-3.61057, 3.93341, 1.12706)  -0.05
C (-2.92078, 2.91212, 1.77587)  -0.13
C (-2.05919, 3.34922, 2.96757)  -0.36
C (-2.21768, 2.52141, 4.25087)  -0.06
C (-0.59373, 3.49815, 2.56625)  -0.06
C (-3.06832, 1.59645, 1.28300)  -0.12
N (-2.41865, 0.50902, 1.98043)  0.10
H (-5.13501, -1.99706, 0.25890)  0.08
H (-5.30779, -0.76323, 1.52191)  0.08
H (-3.74132, -1.52750, 1.23540)  0.06
H (-5.24052, 0.07276, -0.87519)  0.12
H (-2.27730, -0.62354, -0.84514)  0.06
H (-3.19593, 0.10757, -2.15820)  0.09
H (-3.52855, -1.56627, -1.66653)  0.06
H (-5.35180, 2.16652, -1.14837)  0.11
H (-4.98113, 4.50160, -0.42494)  0.10
H (-3.48117, 4.95158, 1.48391)  0.11
H (-2.41316, 4.35029, 3.20964)  0.12
H (-1.80941, 1.51881, 4.15571)  0.05
H (-3.27368, 2.42773, 4.52450)  0.08
H (-1.69860, 3.02571, 5.07416)  0.08
H (-0.18907, 2.55531, 2.25132)  0.02
H (0.00446, 3.87172, 3.40411)  0.09
H (-0.48590, 4.18945, 1.72819)  0.09
O (-0.68876, 0.61160, 0.56284)  -0.26
N (-1.33333, 0.06028, 1.63477)  -0.09

4.
C39H39AlIN2O3PS3Si | ωB97M-V/def2-TZVPD

Calculated values
HOMO-LUMO gap = 6.96 eV
2S+1 = 1
E_tot = -114571.751 eV
Charge = 0
E_HOMO = -7.3161 eV
Largest force on an atom = 0.0458 Eh/bohr

Each line ends with the Löwdin charge.
Geometry (Å):
Al (-0.62106, -0.21108, -0.41412)  -0.69
I (-1.65971, -2.24976, -2.16359)  1.35
C (-0.84933, -4.28530, -1.94637)  -0.47
C (-1.50972, -5.17985, -2.75981)  -0.17
C (-1.15781, -6.52954, -2.81785)  -0.07
C (-0.13694, -6.98008, -2.03661)  -0.04
C (0.56744, -6.09870, -1.19234)  -0.16
C (1.60788, -6.63085, -0.40627)  -0.02
C (2.35747, -5.82797, 0.40268)  -0.05
C (2.07136, -4.46478, 0.44022)  -0.09
C (1.04398, -3.89195, -0.28316)  -0.25
P (0.92363, -2.06827, 0.06551)  1.02
C (2.64989, -1.58041, -0.19580)  -0.35
C (3.26475, -0.62336, 0.60626)  -0.10
C (4.58382, -0.27961, 0.35789)  -0.06
C (5.28326, -0.86121, -0.68521)  -0.07
C (4.65389, -1.77766, -1.51213)  -0.07
C (3.33880, -2.12953, -1.27747)  -0.08
C (0.65609, -2.20545, 1.85469)  -0.41
C (-0.67657, -2.23394, 2.25675)  -0.13
C (-1.00376, -2.41664, 3.58674)  -0.06
C (0.00209, -2.58285, 4.52633)  -0.07
C (1.32880, -2.52951, 4.13384)  -0.09
C (1.65946, -2.33347, 2.80504)  -0.09
C (0.23852, -4.70134, -1.13450)  -0.18
H (-2.32023, -4.81453, -3.37100)  0.08
H (-1.69908, -7.19644, -3.46943)  0.11
H (0.15879, -8.01849, -2.04830)  0.11
H (1.79822, -7.69109, -0.46118)  0.11
H (3.16142, -6.22590, 1.00269)  0.11
H (2.68428, -3.83639, 1.06698)  0.10
H (2.73657, -0.15229, 1.43146)  0.02
H (5.06453, 0.44564, 0.99678)  0.09
H (6.31975, -0.60649, -0.85142)  0.10
H (5.19172, -2.22211, -2.33606)  0.11
H (2.84651, -2.84937, -1.91867)  0.11
H (-1.45670, -2.09386, 1.50851)  0.10
H (-2.03954, -2.43243, 3.89370)  0.11
H (-0.24964, -2.74437, 5.56534)  0.11
H (2.11573, -2.64590, 4.86438)  0.10
H (2.69865, -2.25808, 2.52214)  0.11
C (1.85062, 4.46612, 5.07453)  -0.10
C (2.27389, 4.95515, 3.84988)  -0.11
C (1.67255, 4.51753, 2.68302)  -0.12
C (0.64540, 3.58362, 2.71440)  -0.32
C (0.22368, 3.11201, 3.95288)  -0.12
C (0.81719, 3.54615, 5.12241)  -0.09
Si (-0.14582, 2.90419, 1.13744)  0.46
C (-2.00712, 3.21944, 1.08861)  -0.31
C (-2.89558, 2.30903, 1.65129)  -0.13
C (-4.26099, 2.51826, 1.59483)  -0.08
C (-4.76094, 3.64938, 0.97359)  -0.09
C (-3.89020, 4.56813, 0.41347)  -0.09
C (-2.52498, 4.35211, 0.46911)  -0.11
H (2.33179, 4.79184, 5.98751)  0.10
H (3.07872, 5.67631, 3.80779)  0.10
H (2.00714, 4.90507, 1.73116)  0.10
H (-0.57289, 2.38443, 3.99160)  0.10
H (0.47913, 3.16506, 6.07463)  0.10
H (0.52961, 3.45356, -0.04459)  0.00
H (-2.51121, 1.41095, 2.12015)  0.08
H (-4.93535, 1.79266, 2.02706)  0.10
H (-5.82802, 3.81139, 0.92116)  0.10
H (-4.27710, 5.44828, -0.07821)  0.10
H (-1.85409, 5.06673, 0.01567)  0.10
C (6.03060, 2.88279, 3.10303)  -0.09
C (4.87138, 2.44264, 3.98761)  -0.25
N (3.81900, 1.84787, 3.16085)  -0.01
C (2.78353, 1.04668, 3.38192)  -0.18
S (0.22283, 0.78339, 1.36964)  0.54
N (2.46697, 0.58818, 4.58684)  -0.01
C (3.00655, 0.76046, 5.93500)  -0.24
C (3.98519, -0.35675, 6.30448)  -0.09
H (6.81605, 3.33239, 3.70613)  0.07
H (5.69487, 3.61693, 2.37396)  0.07
H (6.44890, 2.03132, 2.56889)  0.07
H (4.48360, 3.30737, 4.54171)  0.10
H (5.23259, 1.69789, 4.70019)  0.10
H (3.83068, 2.20242, 2.21526)  0.11
H (1.67869, -0.04267, 4.56401)  0.09
H (2.16576, 0.74990, 6.63715)  0.11
H (3.48738, 1.73483, 6.01392)  0.09
H (3.47259, -1.31614, 6.34138)  0.05
H (4.42745, -0.16746, 7.27964)  0.07
H (4.78358, -0.42709, 5.56749)  0.07
O (-2.22371, 0.44148, -0.62716)  -0.40
S (-2.11635, 0.95958, -2.08179)  0.13
O (-2.61326, 2.28589, -2.18291)  -0.30
O (-2.72709, -0.03235, -2.93837)  -0.55
S (-0.11064, 0.92201, -2.36094)  0.50